No. 1
ORCA calculation (ωB97M-V/def2-TZVPD) on C17H21N3O3Pd as an isolated structure.

Each line ends with the Löwdin charge.
Cartesian coordinates (Å):
N  0.724  -3.270  2.734  0.2513
C  -0.053  -3.728  3.451  -0.1313
C  -1.060  -4.281  4.312  0.0248
H  -0.866  -5.325  4.527  0.1370
H  -2.034  -4.180  3.845  0.1100
H  -1.079  -3.769  5.277  0.1380
N  -2.984  2.725  -0.844  0.0756
C  -3.503  3.764  -0.776  -0.2602
C  -4.210  5.047  -0.725  -0.0384
H  -5.293  4.843  -0.551  0.1135
H  -4.061  5.576  -1.694  0.1124
H  -3.813  5.670  0.109  0.1093
N  3.635  -1.425  -1.773  0.2542
C  3.991  -1.206  -2.853  -0.1298
C  4.403  -0.932  -4.194  0.0237
H  4.722  0.111  -4.293  0.1413
H  3.568  -1.098  -4.867  0.1138
H  5.244  -1.548  -4.501  0.1385
Pd  -1.072  -0.204  -0.783  0.8873
C  0.752  0.492  -1.302  -0.0417
O  1.653  1.132  -1.608  0.1889
C  -0.904  -0.444  1.199  -0.0457
O  -0.932  -0.406  2.346  0.1935
C  -2.858  -1.602  -0.769  -0.1000
C  -1.669  -2.290  -1.102  -0.0797
C  -0.955  -1.850  -2.222  -0.0836
C  -1.469  -0.748  -2.941  -0.1019
C  -2.823  -0.413  -2.829  0.0431
C  -3.520  -0.846  -1.737  0.0402
H  -3.303  -1.810  0.198  0.1459
H  -1.255  -3.052  -0.443  0.1529
H  0.031  -2.260  -2.448  0.1531
H  -0.825  -0.284  -3.681  0.1464
H  -3.301  0.217  -3.553  0.1609
H  -4.547  -0.558  -1.614  0.1620
C  3.565  0.586  2.512  0.0997
C  2.386  1.443  2.095  -0.2513
C  2.356  2.855  2.637  0.1011
O  1.490  1.033  1.356  0.2482
H  4.246  1.134  3.174  0.1284
H  4.107  0.265  1.615  0.1328
H  3.192  -0.307  3.028  0.1327
H  2.343  3.567  1.807  0.1387
H  1.442  3.006  3.218  0.1389
H  3.219  3.061  3.271  0.1256

## Properties
Relative energy (zero: lowest compared OMol25 entry of this formula, charge and spin) in kcal per mole: 0.00
DFT total energy in hartree: -1176.31953
Multiplicity: 5
Expectation value of S²: 6.027
Charge: +4

=====

No. 2
ORCA calculation (ωB97M-V/def2-TZVPD) on one molecule with the formula C17H21N3O3S.

Each line ends with the natural charge from an NBO analysis.
Cartesian coordinates (Å):
C  -2.662  -2.880  -2.695  -0.6113
C  -3.714  -1.777  -2.726  -0.4003
C  -3.234  -0.527  -3.469  -0.2261
N  -2.125  0.117  -2.804  -0.5972
C  -2.262  1.266  -2.108  0.6490
O  -3.310  1.892  -2.072  -0.6388
C  -1.030  1.686  -1.407  0.0213
C  0.059  0.915  -1.037  -0.2330
C  0.945  1.756  -0.353  -0.4405
S  2.486  1.281  0.360  2.3602
O  3.130  2.461  0.862  -0.9348
O  3.192  0.438  -0.554  -0.9269
N  1.943  0.362  1.649  -0.6764
C  1.507  1.101  2.830  -0.2177
C  1.603  0.121  4.014  -0.4424
C  2.194  -1.112  3.389  0.0123
C  2.530  -2.315  3.966  -0.2164
C  3.062  -3.318  3.164  -0.2340
C  3.246  -3.105  1.808  -0.1956
C  2.906  -1.897  1.214  -0.2396
C  2.384  -0.903  2.020  0.1413
C  0.375  3.008  -0.322  0.0152
N  -0.816  2.959  -0.948  -0.2876
C  -1.668  4.101  -1.151  -0.4248
H  -1.790  -2.574  -2.122  0.1960
H  -3.070  -3.775  -2.231  0.2179
H  -2.344  -3.134  -3.704  0.2012
H  -3.987  -1.498  -1.707  0.2059
H  -4.611  -2.144  -3.227  0.2054
H  -2.933  -0.790  -4.488  0.1905
H  -4.039  0.210  -3.511  0.2379
H  -1.243  -0.366  -2.791  0.3981
H  0.222  -0.131  -1.201  0.2299
H  2.156  1.972  2.954  0.2237
H  0.484  1.453  2.666  0.2004
H  0.619  -0.089  4.437  0.2195
H  2.237  0.507  4.813  0.2237
H  2.386  -2.475  5.025  0.2121
H  3.334  -4.266  3.602  0.2119
H  3.663  -3.892  1.197  0.2132
H  3.065  -1.723  0.163  0.2419
H  0.766  3.909  0.106  0.2333
H  -2.671  3.756  -1.398  0.2693
H  -1.696  4.703  -0.244  0.2081
H  -1.289  4.716  -1.971  0.2046

## Properties
Relative energy (zero: lowest compared OMol25 entry of this formula, charge and spin) in kcal per mole: 48.74
DFT total energy in hartree: -1448.58672

=====

No. 3
ORCA calculation (ωB97M-V/def2-TZVPD) on one molecule with the formula C17H21N3O3S2.

Each line ends with the natural charge from an NBO analysis.
Cartesian coordinates (Å):
C  2.937  2.639  0.726  -0.4057
N  3.129  1.731  -0.385  -0.4399
C  3.871  0.547  0.010  -0.2417
C  4.165  -0.307  -1.225  -0.2354
N  2.960  -0.639  -1.943  -0.6734
S  2.264  -2.109  -1.679  2.3563
O  1.214  -2.266  -2.639  -0.9384
O  3.318  -3.074  -1.606  -0.9332
C  1.483  -2.067  -0.083  -0.5665
C  2.002  -2.387  1.133  -0.2086
C  1.076  -2.194  2.181  -0.2670
C  -0.129  -1.732  1.741  -0.1779
C  -1.348  -1.378  2.537  -0.2682
N  -2.446  -0.997  1.688  -0.6119
C  -2.795  0.307  1.517  0.6649
O  -2.320  1.199  2.191  -0.6102
C  -3.834  0.534  0.474  -0.1682
C  -4.805  1.503  0.704  -0.1580
C  -5.781  1.750  -0.244  -0.2099
C  -5.783  1.044  -1.436  -0.1948
C  -4.801  0.097  -1.681  -0.2288
C  -3.830  -0.163  -0.731  -0.1441
S  -0.147  -1.540  0.016  0.4822
C  2.116  0.495  -2.229  -0.2363
C  1.863  1.352  -0.988  -0.2441
H  2.423  3.530  0.371  0.2029
H  3.910  2.930  1.119  0.1999
H  2.345  2.194  1.541  0.1681
H  4.815  0.864  0.459  0.2077
H  3.314  -0.050  0.756  0.1685
H  4.647  -1.246  -0.956  0.2372
H  4.818  0.255  -1.901  0.2075
H  3.005  -2.752  1.257  0.2438
H  1.297  -2.388  3.215  0.2293
H  -1.138  -0.508  3.172  0.2609
H  -1.636  -2.218  3.179  0.2172
H  -2.840  -1.700  1.084  0.4039
H  -4.781  2.051  1.633  0.2311
H  -6.538  2.496  -0.056  0.2175
H  -6.542  1.238  -2.178  0.2165
H  -4.791  -0.439  -2.618  0.2178
H  -3.051  -0.881  -0.946  0.2041
H  1.184  0.108  -2.641  0.2371
H  2.619  1.104  -2.987  0.2080
H  1.334  2.260  -1.283  0.2104
H  1.225  0.806  -0.268  0.1691

## Properties
Relative energy (zero: lowest compared OMol25 entry of this formula, charge and spin) in kcal per mole: 23.77
DFT total energy in hartree: -1846.76075

=====

No. 4
ORCA calculation (ωB97M-V/def2-TZVPD) on one molecule with the formula C17H21N3O4S2.

Each line ends with the natural charge from an NBO analysis.
Cartesian coordinates (Å):
C  -5.205  -1.288  -0.239  -0.6200
C  -4.507  0.049  -0.485  -0.0342
C  -4.721  1.002  0.688  -0.6206
N  -3.085  -0.160  -0.736  -0.6375
C  -2.245  -0.684  0.160  0.8075
O  -2.472  -0.970  1.312  -0.6500
N  -0.931  -0.926  -0.339  -0.6603
C  -0.444  -0.777  -1.589  0.6820
O  -1.070  -0.340  -2.534  -0.6237
C  0.991  -1.257  -1.762  -0.1754
O  1.613  -1.468  -0.502  -0.5351
C  2.936  -1.723  -0.516  0.8196
O  3.577  -1.815  -1.525  -0.5860
C  3.450  -1.914  0.892  -0.5213
C  4.938  -1.587  1.020  -0.4109
C  5.217  -0.099  1.187  -0.5152
S  4.996  0.856  -0.356  0.3130
C  3.328  1.280  -0.238  -0.0902
N  2.584  1.092  0.789  -0.5274
C  1.311  1.543  0.582  0.1788
C  0.269  1.488  1.502  -0.2260
C  -0.963  1.994  1.143  -0.2117
C  -1.174  2.543  -0.120  -0.2162
C  -0.155  2.604  -1.051  -0.2042
C  1.085  2.108  -0.693  -0.2546
S  2.555  2.055  -1.631  0.3781
H  -6.273  -1.135  -0.112  0.2083
H  -5.045  -1.960  -1.079  0.2096
H  -4.804  -1.747  0.660  0.2285
H  -4.906  0.504  -1.398  0.1979
H  -4.297  0.570  1.590  0.2351
H  -5.784  1.168  0.840  0.2096
H  -4.242  1.958  0.495  0.2029
H  -2.722  -0.019  -1.672  0.4421
H  -0.295  -1.281  0.367  0.4373
H  1.554  -0.524  -2.351  0.2344
H  0.978  -2.192  -2.337  0.2207
H  3.285  -2.967  1.137  0.2431
H  2.850  -1.306  1.570  0.2484
H  5.458  -1.959  0.135  0.2315
H  5.340  -2.099  1.896  0.2160
H  4.565  0.356  1.929  0.2478
H  6.260  0.061  1.458  0.2328
H  0.439  1.057  2.475  0.2264
H  -1.776  1.958  1.850  0.2269
H  -2.146  2.930  -0.380  0.2171
H  -0.315  3.024  -2.031  0.2251

## Properties
Relative energy (zero: lowest compared OMol25 entry of this formula, charge and spin) in kcal per mole: 0.88
DFT total energy in hartree: -1922.11192

=====

No. 5
ORCA calculation (ωB97M-V/def2-TZVPD) on one molecule with the formula C17H21N3O5S.

Each line ends with the natural charge from an NBO analysis.
Cartesian coordinates (Å):
C  0.007  -1.368  -3.455  -0.2540
O  -0.670  -0.245  -2.705  -0.5522
C  -1.937  -0.626  -2.083  -0.1586
C  -1.649  -0.712  -0.607  0.7830
O  -1.986  -1.708  0.018  -0.5612
O  -1.211  0.401  -0.024  -0.5003
C  -0.320  0.274  1.089  0.4576
C  0.862  -0.394  1.116  -0.3541
S  1.655  -1.143  -0.282  0.3346
C  2.701  0.179  -0.779  -0.1708
C  2.066  1.228  -1.436  -0.1860
C  2.696  2.312  -2.002  -0.1864
C  4.072  2.476  -1.883  -0.2073
C  4.767  1.593  -1.099  -0.1657
C  4.068  0.436  -0.597  0.0339
N  4.781  -0.574  0.052  0.5035
O  5.681  -0.164  0.822  -0.4246
O  4.577  -1.738  -0.024  -0.3292
C  1.272  -0.308  2.542  0.1968
C  2.500  -0.921  3.127  -0.6692
N  0.395  0.181  3.291  -0.2414
N  -0.497  0.705  2.417  -0.2167
C  -1.592  1.577  2.917  0.1235
C  -1.315  2.106  4.395  -0.6137
C  -1.700  2.686  1.987  -0.6239
C  -2.996  0.927  2.892  -0.6142
H  1.084  -1.408  -3.053  0.1938
H  -0.502  -2.296  -3.248  0.1849
H  0.097  -1.213  -4.539  0.1886
H  -2.632  0.111  -2.252  0.2014
H  -2.436  -1.539  -2.360  0.2102
H  1.042  1.174  -1.529  0.2288
H  1.995  2.875  -2.603  0.2247
H  4.459  3.333  -2.327  0.2215
H  5.834  1.824  -0.896  0.2550
H  2.940  -1.761  2.537  0.2382
H  2.137  -1.497  4.029  0.2401
H  3.244  -0.050  3.231  0.2383
H  -0.941  1.321  5.059  0.2405
H  -0.526  2.857  4.377  0.2125
H  -2.162  2.658  4.869  0.2167
H  -0.689  3.016  1.703  0.2127
H  -2.243  2.525  1.100  0.2181
H  -2.137  3.541  2.482  0.2210
H  -3.256  0.710  1.841  0.2083
H  -3.765  1.560  3.471  0.2221
H  -2.903  -0.046  3.292  0.2194

## Properties
Relative energy (zero: lowest compared OMol25 entry of this formula, charge and spin) in kcal per mole: 206.10
DFT total energy in hartree: -1598.82156

=====

- The lowest relative energy (zero: lowest compared OMol25 entry of this formula, charge and spin) belongs to which entry?
  C17H21N3O3Pd

=====

- Among the records above, which one has the lowest relative energy (zero: lowest compared OMol25 entry of this formula, charge and spin)?
  C17H21N3O3Pd

=====

- Which value of relative energy (zero: lowest compared OMol25 entry of this formula, charge and spin) does entry 4 give?
  0.88 kcal per mole

=====

- Which value of DFT total energy does entry 3 give?
  -1846.76075 hartree